a | DFT (ωB97M-V with the def2-TZVPD basis set) results for the molecule C6H14N2.

Atoms and positions in Å:
C  -0.958  -0.741  0.418
C  -0.089  -1.537  -0.580
C  -0.567  0.684  0.121
C  -1.523  1.273  -0.882
C  -0.271  1.639  1.229
C  2.201  -1.253  0.216
N  0.844  0.454  -0.799
N  1.133  -0.902  -0.721
H  -1.956  -0.921  0.384
H  -0.679  -0.954  1.478
H  0.232  -2.602  -0.357
H  -0.550  -1.620  -1.575
H  -1.013  2.047  -1.247
H  -2.428  1.568  -0.478
H  -1.684  0.577  -1.695
H  -0.592  2.689  1.187
H  0.716  1.551  1.761
H  -0.867  1.338  2.137
H  2.776  -0.289  0.604
H  1.797  -1.801  0.997
H  2.873  -1.925  -0.430
H  0.603  0.724  -1.768

SMILES string   CN1CCC(C)(C)N1
E_HOMO   -8.1812 eV


b | DFT (ωB97M-V with the def2-TZVPD basis set) results for the molecule C6H14N2.

Atoms and positions in Å:
C  -0.314  1.317  -0.970
C  0.531  1.414  0.252
C  -1.696  1.894  -0.921
C  1.859  -1.326  0.113
N  0.292  0.229  1.187
C  0.419  -1.071  0.572
N  -0.557  -0.723  -0.933
C  -0.116  -2.062  1.459
H  -0.628  0.320  1.612
H  0.204  1.416  -1.918
H  -0.139  -1.281  -1.673
H  -1.452  -0.950  -0.506
H  1.593  1.419  0.006
H  0.291  2.294  0.854
H  -2.303  1.542  -1.761
H  -2.217  1.630  0.004
H  -1.673  2.991  -0.976
H  1.972  -2.366  -0.200
H  2.134  -0.696  -0.736
H  2.559  -1.133  0.927
H  -0.512  -3.000  1.094
H  -0.249  -1.859  2.513

E_HOMO (spin up / spin down)   -5.4442 / -5.4452 eV


It comes down to a, which is 51.2 kcal/mol more stable than the next structure.


a | DFT (ωB97M-V with the def2-TZVPD basis set) results for the molecule C6H14N2.

Atoms and positions in Å:
C  0.266  -1.925  -1.262
C  0.922  -1.181  -0.097
C  -0.217  -0.628  0.925
N  1.673  1.650  1.159
C  0.277  1.775  0.986
C  -0.618  0.828  0.740
C  -2.032  1.111  0.309
N  0.071  -0.999  -2.390
H  0.792  -2.777  -1.696
H  -0.699  -2.355  -0.983
H  1.398  -0.291  -0.498
H  1.496  -1.770  0.632
H  0.198  -0.662  1.919
H  -1.048  -1.303  0.719
H  2.056  0.718  1.221
H  2.003  2.293  1.850
H  -0.022  2.818  0.911
H  -2.133  1.057  -0.776
H  -2.280  2.134  0.630
H  -2.758  0.461  0.786
H  0.866  -0.881  -2.995
H  -0.209  -0.073  -2.090

SMILES string   C/C(=C/N)CCCN
E_HOMO   -7.9112 eV


b | DFT (ωB97M-V with the def2-TZVPD basis set) results for a cluster of 2 separate species, C6H14N2 in total.

Atoms and positions in Å:
C  1.712  -1.155  0.837
C  0.271  0.277  -0.769
N  0.155  1.649  -1.238
N  0.849  -0.446  -1.898
C  1.025  0.130  0.520
H  -0.151  2.257  -0.487
H  0.221  -0.338  -2.689
H  0.902  -1.439  -1.699
H  1.069  1.941  -1.572
H  1.479  1.035  0.911
H  2.562  -1.326  0.164
H  2.082  -1.174  1.865
H  1.034  -2.010  0.706
C  -0.714  0.111  1.699
C  -1.102  -0.265  -0.297
C  -2.277  0.350  -0.670
H  -1.036  -1.340  -0.118
H  -0.266  -0.657  2.330
H  -1.788  0.011  1.854
H  -0.546  1.110  2.102
H  -2.282  1.141  -1.407
H  -3.199  0.139  -0.143

E_HOMO   -7.1918 eV


It comes down to a, which is 82.3 kcal/mol more stable than the next structure.


a | DFT (ωB97M-V with the def2-TZVPD basis set) results for the molecule C6H14N2.

Atoms and positions in Å:
N  -2.123  1.394  0.402
C  -0.803  0.581  0.323
C  -0.495  -0.473  1.609
C  1.047  -0.548  1.895
C  1.826  0.483  2.177
C  -0.886  -0.167  -0.979
N  0.357  -0.962  -1.364
C  0.881  -0.748  -2.798
H  -2.959  0.954  0.650
H  -1.900  2.104  1.064
H  -0.084  1.432  0.181
H  -0.928  -1.407  1.349
H  -0.990  0.123  2.428
H  1.348  -1.529  1.656
H  2.793  0.406  2.507
H  1.450  1.476  1.947
H  -1.702  -0.814  -1.151
H  -0.989  0.569  -1.720
H  1.208  -0.746  -0.901
H  0.045  -0.222  -3.427
H  1.060  -1.702  -3.160
H  1.848  -0.204  -2.686

SMILES string   C=CC[C@H](N)CNC
E_HOMO   -8.5757 eV


b | DFT (ωB97M-V with the def2-TZVPD basis set) results for the molecule C6H14N2.

Atoms and positions in Å:
C  -2.253  0.604  0.223
C  -1.029  1.017  1.098
C  0.158  0.117  0.892
N  2.883  0.672  0.443
C  2.260  -0.345  -0.273
C  0.778  0.021  -0.510
C  0.089  -0.970  -1.429
N  -2.445  -0.763  0.283
H  -1.998  0.921  -0.813
H  -3.137  1.190  0.469
H  -0.776  2.061  0.918
H  -1.375  0.906  2.115
H  0.993  0.521  1.507
H  -0.053  -0.888  1.273
H  3.881  0.493  0.567
H  2.220  -1.314  0.276
H  2.769  -0.596  -1.222
H  0.663  -1.198  -2.329
H  -0.137  -1.905  -0.902
H  -0.875  -0.588  -1.748
H  0.804  1.031  -0.934
H  -3.422  -0.988  0.096

E_HOMO   -6.5048 eV


It comes down to a, which is 93.1 kcal/mol more stable than the next structure.


a | DFT (ωB97M-V with the def2-TZVPD basis set) results for a cluster of 2 separate species, C6H14N2 in total.

Atoms and positions in Å:
C  1.951  -1.461  -1.561
N  3.355  -0.785  0.774
C  2.746  0.181  -0.106
N  2.066  -0.068  -1.126
H  2.805  -1.779  -2.154
H  1.052  -1.534  -2.169
H  1.844  -2.130  -0.709
H  4.261  -0.451  1.087
H  2.783  -0.790  1.616
H  2.837  1.218  0.230
C  -0.652  0.408  0.908
C  -1.923  1.242  0.725
C  -2.745  0.685  -0.397
C  -3.970  0.201  -0.255
H  -0.098  0.393  -0.028
H  0.002  0.814  1.683
H  -0.885  -0.630  1.153
H  -1.602  2.249  0.434
H  -2.490  1.337  1.650
H  -2.334  0.843  -1.390
H  -4.517  -0.272  -1.058
H  -4.484  0.329  0.693

SMILES string   C/N=C\N.C=CCC
E_HOMO   -9.4724 eV


b | DFT (ωB97M-V with the def2-TZVPD basis set) results for the molecule C6H14N2.

Atoms and positions in Å:
C  2.157  -0.742  1.123
C  1.058  -1.482  0.394
C  0.798  -0.774  -1.001
C  0.116  0.569  -0.892
C  -1.068  0.856  -0.358
N  -1.684  2.095  -0.467
C  -2.919  2.318  0.229
N  1.266  -2.911  0.285
H  2.409  -1.353  1.981
H  1.954  0.304  1.333
H  3.025  -0.639  0.458
H  0.107  -1.352  0.932
H  0.145  -1.392  -1.621
H  1.809  -0.691  -1.388
H  0.544  1.310  -1.568
H  -1.590  0.136  0.263
H  -1.108  2.912  -0.601
H  -3.513  3.146  -0.186
H  -2.838  2.668  1.268
H  -3.591  1.470  0.140
H  2.237  -3.173  0.132
H  0.685  -3.277  -0.456

SMILES string   CN/C=C/C[C@H](C)N
E_HOMO   -7.6246 eV


c | DFT (ωB97M-V with the def2-TZVPD basis set) results for a cluster of 2 separate species, C6H14N2 in total.

Atoms and positions in Å:
C  0.953  -1.255  0.720
C  -0.072  0.589  0.725
C  1.134  0.025  1.441
C  1.748  -1.702  -0.319
C  -1.344  0.606  1.536
H  0.130  -1.875  1.058
H  0.180  1.547  0.277
H  1.032  -0.044  2.527
H  2.069  0.521  1.181
H  2.745  -1.287  -0.435
H  0.926  -0.927  -1.555
H  1.598  -2.709  -0.692
H  -1.292  1.311  2.375
H  -1.543  -0.383  1.957
H  -2.221  0.887  0.945
N  -1.466  1.344  -1.638
C  -0.807  0.161  -1.333
N  0.207  -0.263  -2.124
H  -2.378  1.462  -1.221
H  -0.873  2.116  -1.916
H  0.737  0.499  -2.539
H  -1.462  -0.623  -0.970

E_HOMO   -6.7401 eV


d | DFT (ωB97M-V with the def2-TZVPD basis set) results for the molecule C6H14N2.

Atoms and positions in Å:
C  -1.693  0.006  0.150
C  -2.964  0.757  -0.100
C  1.618  -0.749  -1.211
C  1.320  1.340  0.027
C  0.883  -0.944  1.070
C  0.663  -0.090  -0.204
N  -1.743  -1.403  -0.260
N  -0.587  0.170  -0.762
H  -1.495  0.102  1.223
H  -2.995  1.828  0.120
H  -3.875  0.363  0.326
H  -3.122  0.626  -1.146
H  1.275  -1.761  -1.327
H  1.427  -0.466  -2.234
H  2.742  -0.758  -1.013
H  0.855  1.708  0.871
H  1.114  1.907  -0.759
H  2.452  1.343  -0.034
H  0.979  -0.354  1.950
H  0.069  -1.626  1.461
H  1.813  -1.612  0.956
H  -1.033  -2.062  -0.044

E_HOMO (spin up / spin down)   -9.2197 / -9.6842 eV


It comes down to b, which is 10.8 kcal/mol more stable than the next structure.


a | DFT (ωB97M-V with the def2-TZVPD basis set) results for a cluster of 14 separate species, C42H42F14O42 in total.

Atoms and positions in Å:
C  -0.341  3.535  6.541
C  -0.445  2.107  6.484
O  -1.833  1.833  6.949
C  -2.199  2.878  7.579
O  -3.202  2.914  8.234
O  -1.396  3.853  7.357
F  0.473  1.609  7.240
H  -0.660  3.981  5.599
H  0.620  3.976  6.804
H  -0.214  1.845  5.451
C  2.863  0.499  -4.213
C  3.669  1.616  -4.894
O  5.043  1.218  -4.499
C  5.077  0.109  -3.865
O  6.075  -0.430  -3.418
O  3.819  -0.302  -3.568
F  3.169  2.809  -4.265
H  2.315  0.024  -5.026
H  2.156  0.890  -3.480
H  3.555  1.714  -5.973
C  -5.706  -0.242  3.438
C  -4.193  -0.482  3.764
O  -4.351  -1.271  4.960
C  -5.452  -0.835  5.725
O  -5.782  -1.038  6.934
O  -6.328  -0.245  4.765
F  -3.520  0.665  4.052
H  -6.122  -0.977  2.749
H  -5.845  0.786  3.103
H  -3.656  -1.002  2.971
C  -2.591  -2.550  -6.800
C  -2.483  -1.577  -7.980
O  -1.854  -0.373  -7.307
C  -1.819  -0.650  -5.934
O  -1.368  0.092  -5.077
O  -2.552  -1.667  -5.670
F  -3.692  -1.402  -8.484
H  -1.712  -3.194  -6.785
H  -3.346  -3.336  -6.825
H  -1.769  -1.918  -8.729
C  7.688  -3.201  -0.061
C  6.893  -3.689  -1.268
O  5.956  -2.622  -1.503
C  5.999  -1.758  -0.468
O  5.192  -0.828  -0.331
O  6.976  -2.013  0.329
F  6.201  -4.787  -0.972
H  8.696  -2.818  -0.217
H  7.718  -3.954  0.726
H  7.619  -3.759  -2.078
C  1.769  -4.891  -6.133
C  1.587  -3.587  -6.951
O  1.425  -2.636  -5.935
C  1.164  -3.255  -4.725
O  0.975  -2.640  -3.662
O  1.143  -4.540  -4.922
F  0.487  -3.754  -7.753
H  2.829  -5.114  -6.013
H  1.210  -5.736  -6.536
H  2.433  -3.308  -7.580
C  -0.066  -1.312  8.805
C  -0.933  -2.479  9.393
O  -1.445  -3.017  8.265
C  -1.049  -2.287  7.094
O  -1.386  -2.528  5.901
O  -0.502  -1.196  7.500
F  -1.957  -2.000  10.175
H  0.992  -1.515  8.974
H  -0.331  -0.351  9.247
H  -0.354  -3.139  10.039
C  -1.883  2.967  -6.530
C  -1.367  3.134  -5.136
O  -1.817  4.341  -4.806
C  -2.171  5.104  -5.886
O  -2.594  6.287  -5.792
O  -2.155  4.290  -6.957
F  -0.049  3.036  -5.179
H  -2.810  2.396  -6.577
H  -1.142  2.398  -7.092
H  -1.826  2.472  -4.401
C  -3.284  1.231  -0.008
C  -3.191  1.234  -1.497
O  -4.390  0.550  -1.673
C  -5.293  0.694  -0.691
O  -6.475  0.289  -0.667
O  -4.590  0.971  0.394
F  -2.103  0.636  -1.970
H  -2.884  2.162  0.393
H  -2.762  0.425  0.508
H  -3.330  2.202  -1.978
C  0.332  -2.605  3.013
C  1.417  -3.291  2.142
O  1.906  -4.162  3.103
C  1.723  -3.704  4.280
O  2.353  -4.067  5.295
O  0.883  -2.783  4.349
F  2.431  -2.450  1.854
H  -0.650  -3.000  2.753
H  0.380  -1.530  2.839
H  1.189  -3.796  1.203
C  5.053  2.823  5.004
C  3.573  3.214  4.935
O  3.015  2.529  6.014
C  4.034  1.846  6.659
O  3.824  1.216  7.727
O  5.282  2.289  6.211
F  3.186  2.820  3.708
H  5.602  3.740  4.788
H  5.273  2.153  4.173
H  3.333  4.253  5.163
C  1.245  -0.300  -0.992
C  1.726  1.024  -0.584
O  0.938  1.431  0.495
C  0.368  0.248  1.042
O  -0.498  0.219  1.898
O  0.643  -0.799  0.175
F  1.381  1.939  -1.550
H  2.026  -0.997  -1.297
H  0.478  -0.250  -1.765
H  2.795  1.052  -0.375
C  -2.547  -2.749  -3.173
C  -4.057  -2.982  -3.013
O  -4.209  -2.649  -1.695
C  -3.083  -2.623  -0.986
O  -3.010  -2.202  0.191
O  -2.164  -2.946  -1.828
F  -4.378  -4.222  -3.129
H  -2.304  -1.687  -3.159
H  -2.112  -3.432  -3.903
H  -4.678  -2.378  -3.674
C  -1.483  5.345  -1.622
C  -0.125  5.875  -1.524
O  0.090  6.053  -0.191
C  -0.734  5.290  0.479
O  -0.729  5.062  1.692
O  -1.432  4.583  -0.362
F  -0.089  7.040  -2.089
H  -1.707  4.690  -2.464
H  -2.284  6.064  -1.448
H  0.577  5.237  -2.061

E_HOMO   -9.8860 eV


b | DFT (ωB97M-V with the def2-TZVPD basis set) results for a cluster of 14 separate species, C42H42F14O42 in total.

Atoms and positions in Å:
C  -2.285  3.265  -5.537
C  -0.904  3.315  -5.012
O  -0.683  1.994  -4.436
C  -1.892  1.641  -4.013
O  -2.169  0.721  -3.203
O  -2.820  2.462  -4.549
F  -0.845  4.295  -4.100
H  -2.368  2.708  -6.470
H  -2.705  4.266  -5.636
H  -0.238  3.537  -5.846
C  -3.648  -5.281  0.611
C  -4.065  -3.976  1.216
O  -3.453  -4.049  2.469
C  -3.329  -5.304  2.839
O  -3.020  -5.638  3.967
O  -3.477  -6.115  1.771
F  -5.384  -3.912  1.255
H  -2.727  -5.148  0.043
H  -4.284  -5.760  -0.134
H  -3.684  -3.144  0.625
C  -0.940  -2.944  -3.316
C  -0.242  -2.389  -4.604
O  0.594  -3.551  -4.986
C  0.692  -4.368  -3.995
O  1.447  -5.281  -3.954
O  0.124  -3.788  -2.852
F  0.444  -1.298  -4.209
H  -1.772  -3.599  -3.573
H  -1.327  -2.175  -2.647
H  -1.060  -2.094  -5.261
C  3.627  0.068  1.569
C  4.466  0.847  2.484
O  3.593  1.078  3.503
C  2.307  0.988  3.056
O  1.335  1.186  3.737
O  2.346  0.602  1.782
F  4.835  1.950  1.927
H  3.654  -0.982  1.859
H  3.980  0.066  0.538
H  5.301  0.302  2.923
C  8.873  0.735  -2.769
C  8.431  2.158  -2.767
O  7.056  1.970  -2.362
C  6.675  0.721  -2.547
O  5.574  0.244  -2.360
O  7.690  0.069  -3.108
F  8.455  2.777  -3.988
H  9.331  0.363  -1.852
H  9.612  0.528  -3.544
H  9.055  2.721  -2.073
C  -6.126  -1.212  -0.414
C  -4.886  -0.366  -0.083
O  -3.993  -0.622  -1.181
C  -4.432  -1.737  -1.793
O  -3.862  -2.290  -2.745
O  -5.596  -2.191  -1.258
F  -4.261  -0.755  1.090
H  -6.926  -0.598  -0.828
H  -6.578  -1.553  0.518
H  -5.059  0.705  0.020
C  -1.619  -2.303  4.499
C  -1.291  -1.269  5.503
O  -0.254  -1.885  6.161
C  -0.292  -3.184  6.071
O  0.336  -4.031  6.719
O  -1.094  -3.458  5.026
F  -2.340  -1.040  6.274
H  -1.096  -2.118  3.561
H  -2.702  -2.354  4.388
H  -1.012  -0.438  4.855
C  -3.895  1.588  4.104
C  -3.038  2.714  3.586
O  -3.975  3.705  3.210
C  -5.124  3.102  2.954
O  -6.075  3.573  2.392
O  -5.011  1.794  3.267
F  -2.403  2.281  2.521
H  -4.166  1.853  5.126
H  -3.457  0.590  4.119
H  -2.355  2.994  4.388
C  3.166  -1.973  -2.891
C  4.424  -2.765  -3.295
O  4.888  -3.333  -2.116
C  4.253  -2.775  -1.009
O  4.408  -3.095  0.146
O  3.417  -1.829  -1.493
F  5.391  -2.102  -3.944
H  2.256  -2.546  -3.066
H  2.984  -1.036  -3.418
H  4.087  -3.584  -3.931
C  -3.007  4.095  -1.094
C  -3.602  5.319  -0.422
O  -4.963  5.079  -0.599
C  -5.244  3.773  -0.940
O  -6.291  3.114  -0.895
O  -4.018  3.162  -0.957
F  -3.305  6.343  -1.149
H  -2.081  3.620  -0.771
H  -2.865  4.367  -2.140
H  -3.375  5.601  0.606
C  0.887  4.782  4.034
C  -0.415  5.220  4.650
O  -1.222  5.566  3.485
C  -0.716  4.891  2.435
O  -1.241  4.652  1.355
O  0.523  4.387  2.748
F  -0.278  6.188  5.462
H  1.461  4.106  4.668
H  1.498  5.684  4.004
H  -0.734  4.371  5.254
C  0.080  0.149  -0.761
C  -0.877  0.846  0.181
O  -1.239  -0.203  1.032
C  -0.893  -1.401  0.522
O  -1.130  -2.501  1.018
O  -0.248  -1.230  -0.585
F  -1.858  1.449  -0.464
H  1.117  0.278  -0.454
H  -0.031  0.581  -1.756
H  -0.274  1.592  0.700
C  0.793  -5.993  0.897
C  1.703  -4.760  0.870
O  2.886  -5.454  1.305
C  2.921  -6.633  0.738
O  3.922  -7.455  0.617
O  1.675  -7.031  0.530
F  1.466  -3.801  1.789
H  -0.010  -5.707  0.217
H  0.395  -6.204  1.890
H  1.790  -4.281  -0.105
C  2.477  3.425  -1.031
C  3.862  3.413  -1.596
O  3.659  2.912  -2.870
C  2.600  2.073  -2.836
O  2.220  1.270  -3.697
O  1.851  2.329  -1.739
F  4.626  2.709  -0.756
H  2.017  4.374  -1.304
H  2.380  3.261  0.042
H  4.238  4.435  -1.631

E_HOMO   -10.0452 eV


It comes down to b, which is 92.9 kcal/mol more stable than the next structure.